14
Properties=species:S:1:pos:R:3 method="wB97M-V/def2-TZVPD" lumo_energy_ev="-3.434 / -9.275" charge=+1 s2=2.012 gap_ev="6.847 / 5.668" de_lowest_kj_mol=126.1 multiplicity=3
C -0.789 -0.906 -0.022
C -2.032 1.280 0.006
C 0.820 -1.539 0.064
N -0.819 0.367 0.189
N 1.642 -0.414 -0.060
F -1.845 -1.640 -0.146
H -1.883 2.173 0.610
H -2.915 0.711 0.019
H -1.858 1.827 -1.039
H 0.872 -2.117 1.034
H 0.837 -2.373 -0.647
H 0.102 0.677 0.027
H 1.961 -0.060 -0.953
H 2.277 -0.539 0.676

=====

10
Properties=species:S:1:pos:R:3 method="wB97M-V/def2-TZVPD" lumo_energy_ev=0.691 gap_ev=9.466 smiles=COSO.N#N de_lowest_kj_mol=43.8
C 0.505 0.472 0.765
O 0.376 1.481 -0.255
S -0.555 1.050 -1.594
O -2.089 1.133 -1.065
H 0.115 0.938 1.620
H 1.520 -0.006 0.846
H -0.246 -0.338 0.593
H -2.529 1.986 -0.901
N -2.547 -0.260 3.156
N -2.567 0.773 2.844

=====

45
Properties=species:S:1:pos:R:3 method="wB97M-V/def2-TZVPD" lumo_energy_ev=0.656 gap_ev=8.993 smiles="CNc1nc2nc3c1[nH]c(=O)n3Cc1cccc(c1)OCCOCCO2" de_lowest_kj_mol=170.1
C -4.219 0.407 -2.106
N -4.194 -0.233 -0.782
C -3.191 0.022 0.104
N -2.959 -1.117 0.736
C -2.045 -1.052 1.684
N -1.359 0.091 2.002
C -1.624 1.217 1.256
C -2.576 1.241 0.240
N -2.481 2.593 -0.247
C -1.537 3.284 0.464
O -1.264 4.478 0.201
N -1.027 2.468 1.432
C 0.246 2.684 2.228
C 1.361 1.917 1.533
C 1.716 2.150 0.263
C 2.769 1.324 -0.332
C 3.441 0.399 0.546
C 3.072 0.241 1.838
C 2.011 0.960 2.307
O 3.759 -0.643 2.603
C 4.150 -1.910 1.981
C 3.015 -2.757 1.263
O 1.974 -3.102 2.162
C 0.666 -2.839 1.677
C -0.400 -2.464 2.832
O -1.715 -2.290 2.244
H -3.333 1.017 -2.414
H -4.487 -0.372 -2.832
H -5.114 1.095 -2.132
H -4.477 -1.238 -0.724
H -3.230 3.039 -0.617
H 0.507 3.738 2.185
H 0.078 2.537 3.260
H 1.112 2.853 -0.237
H 3.265 1.499 -1.332
H 4.168 -0.231 0.175
H 1.794 0.858 3.404
H 4.998 -1.761 1.260
H 4.443 -2.593 2.774
H 3.494 -3.681 0.904
H 2.524 -2.319 0.357
H 0.230 -3.716 1.062
H 0.604 -1.974 0.902
H -0.425 -3.267 3.624
H 0.007 -1.496 3.312

=====

13
Properties=species:S:1:pos:R:3 method="wB97M-V/def2-TZVPD" lumo_energy_ev=0.446 gap_ev=9.987 smiles="C=NNCC(=O)O" de_lowest_kj_mol=406.0
C 2.244 -0.593 0.133
N 0.980 -0.409 0.069
N 0.308 0.634 -0.444
C -0.989 0.780 0.159
C -1.919 -0.327 -0.052
O -3.180 -0.280 0.075
O -1.245 -1.505 -0.303
H 2.658 -1.629 0.391
H 2.959 0.115 -0.204
H 0.768 1.585 -0.893
H -1.616 1.704 -0.238
H -0.702 1.121 1.264
H -0.267 -1.195 0.043

=====

75
Properties=species:S:1:pos:R:3 method="wB97M-V/def2-TZVPD" lumo_energy_ev=4.471 charge=-2 gap_ev=6.183 de_lowest_kj_mol=0.0
Sc 0.217 0.428 0.166
C -1.414 3.362 3.664
O -2.482 2.436 3.719
C -3.118 2.022 2.587
C -4.533 1.968 2.710
C -5.350 1.697 1.604
C -4.764 1.375 0.374
C -3.343 1.325 0.242
C -2.816 1.090 -1.035
N -1.474 0.988 -1.302
N -1.108 1.226 -2.545
C 0.219 1.286 -2.658
O 0.991 1.001 -1.672
C 0.810 1.792 -3.885
C 2.205 1.974 -3.880
C 2.825 2.637 -4.957
C 2.101 3.149 -6.019
C 0.754 2.953 -6.048
C 0.065 2.427 -4.935
C -2.437 1.648 1.333
O -1.175 1.600 1.289
H -1.251 3.687 4.695
H -0.494 2.911 3.222
H -1.715 4.200 3.009
H -4.969 2.286 3.660
H -6.426 1.749 1.639
H -5.394 1.273 -0.516
H -3.441 1.008 -1.913
H 2.790 1.526 -3.062
H 3.880 2.855 -4.882
H 2.585 3.637 -6.877
H 0.155 3.270 -6.921
H -1.010 2.534 -4.879
C 2.147 -3.286 2.162
Si 2.533 -1.456 1.888
C 1.824 -0.312 3.161
C 4.382 -1.103 1.983
N 1.828 -1.192 0.276
C 2.182 -1.975 -0.731
C 3.564 -2.426 -0.928
C 3.816 -3.600 -1.602
C 2.779 -4.265 -2.263
C 1.462 -3.792 -2.263
C 1.231 -2.568 -1.625
F 0.003 -1.961 -1.760
H 2.817 -3.652 2.977
H 2.314 -3.911 1.253
H 1.108 -3.441 2.502
H 2.570 0.471 3.320
H 1.523 -0.943 4.026
H 0.896 0.144 2.820
H 4.651 -0.930 3.006
H 4.548 -0.117 1.541
H 5.024 -1.867 1.586
H 4.398 -1.943 -0.414
H 4.803 -4.066 -1.572
H 2.983 -5.170 -2.786
H 0.580 -4.366 -2.605
O -0.890 -1.177 0.894
N -2.148 -1.557 1.056
C -2.827 -2.053 -0.011
C -4.131 -2.485 0.159
C -4.718 -2.503 1.431
C -3.940 -2.126 2.505
C -2.618 -1.699 2.372
S -1.473 -1.562 3.617
H -2.263 -1.995 -0.930
H -4.665 -2.833 -0.727
H -5.787 -2.847 1.504
H -4.409 -2.120 3.481
O 2.401 3.621 -0.104
Cl 2.680 2.727 0.958
O 3.829 1.900 0.688
O 2.663 3.343 2.241
O 1.448 1.774 0.987

=====

60
Properties=species:S:1:pos:R:3 method="wB97M-V/def2-TZVPD" lumo_energy_ev=-0.230 gap_ev=9.882 smiles="O=C=N[C@@H]1OC(=O)O[C@@H]1CP(=O)(O)O.ClCCl.ClCCl.ClCCl.ClCCl.ClCCl.ClCCl.ClCCl.ClCCl"
O 4.280 -4.267 0.194
C 3.713 -3.361 -0.263
N 2.784 -2.552 -0.538
C 2.798 -2.388 -2.048
O 3.794 -1.335 -2.223
C 2.957 -0.177 -2.205
O 3.023 0.785 -1.526
O 1.984 -0.529 -3.192
C 1.445 -1.756 -2.603
C 0.391 -1.182 -1.562
P -0.991 -2.393 -1.173
O -1.660 -2.702 -2.478
O -2.026 -1.611 -0.103
O -0.418 -3.754 -0.373
H 3.034 -3.359 -2.578
H 1.042 -2.507 -3.332
H 0.854 -0.876 -0.576
H -0.016 -0.232 -2.025
H -1.412 -1.299 0.604
H 0.078 -4.289 -1.026
Cl 6.363 -0.009 0.601
C 6.162 1.298 -0.576
Cl 7.291 2.623 -0.263
H 6.347 0.905 -1.574
H 5.145 1.676 -0.510
Cl -5.709 0.892 -2.385
C -4.616 0.810 -1.000
Cl -2.983 1.328 -1.443
H -4.990 1.460 -0.214
H -4.576 -0.217 -0.642
Cl 5.735 1.085 -3.788
C 6.998 0.275 -4.724
Cl 6.441 -1.286 -5.338
H 7.273 0.907 -5.565
H 7.862 0.114 -4.084
Cl -4.130 3.599 1.214
C -2.796 4.635 0.695
Cl -3.338 6.297 0.434
H -2.028 4.630 1.464
H -2.391 4.245 -0.236
Cl -4.464 -2.611 -3.434
C -5.952 -2.590 -4.385
Cl -6.527 -0.938 -4.639
H -5.763 -3.050 -5.352
H -6.716 -3.152 -3.853
Cl -2.299 2.307 4.213
C -3.595 3.230 4.984
Cl -4.577 2.202 6.036
H -3.154 4.028 5.583
H -4.232 3.655 4.211
Cl -0.479 3.539 7.368
C -1.457 4.847 8.041
Cl -2.371 5.680 6.775
H -2.155 4.431 8.763
H -0.801 5.563 8.530
Cl -1.040 -5.619 3.269
C 0.305 -4.571 2.808
Cl -0.233 -2.907 2.561
H 1.050 -4.585 3.599
H 0.739 -4.941 1.883

=====

37
Properties=species:S:1:pos:R:3 method="wB97M-V/def2-TZVPD" lumo_energy_ev=0.377 gap_ev=9.189 de_lowest_kj_mol=255.3
H -5.427 0.274 2.152
N -4.657 -0.409 2.046
C -4.427 -0.459 0.784
N -5.098 0.314 -0.171
N -3.527 -1.363 0.164
C -2.679 -1.090 -1.083
C -1.742 0.143 -1.182
C -0.704 0.271 -0.014
C 0.519 1.078 -0.456
N 1.823 0.692 0.118
C 2.165 -0.643 0.006
O 1.413 -1.559 -0.177
C 3.654 -1.004 0.441
N 4.006 -2.410 0.389
C 4.650 0.015 -0.139
O 4.413 1.239 0.655
C 0.195 2.491 -0.042
O -0.440 3.291 -0.691
O 0.584 2.716 1.237
H -5.214 0.165 -1.146
H -5.920 0.680 0.365
H -2.894 -1.801 0.811
H -2.180 -2.009 -1.178
H -3.364 -0.860 -2.001
H -1.278 -0.063 -2.321
H -2.438 1.019 -1.389
H -0.326 -0.777 0.243
H -1.280 0.739 0.791
H 0.532 0.991 -1.528
H 2.484 1.373 0.426
H 3.590 -0.827 1.547
H 3.496 -2.791 1.219
H 3.604 -2.757 -0.461
H 5.639 -0.553 -0.008
H 4.709 0.186 -1.263
H 5.127 1.825 0.340
H 0.993 1.875 1.515

=====

9
Properties=species:S:1:pos:R:3 method="wB97M-V/def2-TZVPD" lumo_energy_ev="-15.264 / -13.592" charge=+2 s2=4.051 gap_ev="4.196 / 6.425" multiplicity=4
Cr -0.207 1.136 -2.757
Cl -0.069 1.493 -1.142
C -0.349 -0.754 0.247
N 0.615 0.140 1.023
O 1.785 -0.068 0.897
O 0.109 1.048 1.723
H -1.066 -0.194 -0.353
H -0.913 -1.427 0.894
H 0.094 -1.374 -0.532

=====

Largest force on an atom readings, ordered: 5.79 2.08 4.36 5.79 4.60 3.33 3.78 19.21 eV/Å